Record 1
Formula: C26H34F4N2P
Source: OMol25
Level of theory: ωB97M-V with the def2-TZVPD basis set

Last column: Löwdin charge in e.
Geometry (Å):
P 0.54 -1.88 -0.86  0.9792
F -1.01 3.95 -3.62  0.0599
F -3.05 1.24 6.76  0.0660
F -2.44 5.19 4.18  0.0632
F -4.67 1.18 -4.85  0.0618
N 1.48 -1.42 -2.17  -0.2729
N 1.23 -1.06 0.42  -0.3054
C 0.26 -2.87 1.83  -0.1017
C 2.61 -2.00 2.14  -0.0343
C -3.61 0.82 -2.75  0.0758
C 2.15 0.77 -1.04  -0.1643
C -2.92 1.07 4.39  0.0705
C -2.82 2.56 -4.28  0.1138
C -2.88 1.85 5.53  -0.2054
C 1.17 -1.64 1.78  -0.6453
C 3.83 -2.09 -1.50  -0.0450
C 1.51 0.08 -2.23  -0.2311
C -2.71 3.23 5.51  0.1226
C -3.69 1.52 -3.94  -0.2068
C 2.43 -3.61 -2.85  -0.0691
C -2.57 3.82 4.25  -0.2038
C 2.73 -2.14 -2.56  -0.6313
C -2.74 1.68 3.12  -0.1925
C -2.52 0.57 -0.49  0.0277
C 3.31 -1.53 -3.84  -0.0563
C -2.63 1.20 -1.78  -0.2032
C -1.78 2.30 -2.08  0.0458
C -2.34 1.31 0.67  -0.0602
C -2.60 3.10 3.06  0.0763
C 0.62 -0.63 2.77  -0.0479
C -2.68 0.86 1.95  0.0409
C 1.57 0.35 0.31  -0.2221
C -1.89 2.93 -3.32  -0.2071
H 2.01 0.37 -3.15  0.0997
H 0.62 -3.70 1.21  0.0667
H -3.05 -0.01 4.44  0.1412
H -2.70 3.83 6.42  0.1504
H -2.50 3.61 2.10  0.1290
H 2.99 -2.79 1.48  0.0763
H -4.30 0.01 -2.51  0.1405
H -0.76 -2.60 1.52  0.0681
H 2.31 0.57 1.09  0.1132
H -2.86 -0.47 -0.41  0.1327
H 3.79 -0.56 -3.67  0.0855
H 0.68 0.96 0.54  0.1015
H -0.67 -0.98 -0.90  -0.0229
H 2.19 -4.18 -1.94  0.0717
H 4.10 -1.07 -1.24  0.0693
H 0.49 -1.13 3.74  0.0946
H 3.23 0.61 -1.04  0.0957
H 4.74 -2.58 -1.91  0.0989
H 2.01 1.85 -1.14  0.1159
H 3.57 -2.64 -0.60  0.0629
H 0.47 0.43 -2.34  0.0879
H -1.98 2.34 0.58  0.1118
H 3.33 -4.05 -3.30  0.0905
H 2.53 -1.44 -4.60  0.0957
H 0.21 -3.22 2.87  0.0929
H 2.68 -2.33 3.18  0.0937
H 1.60 -3.69 -3.56  0.0906
H -2.97 -0.18 2.07  0.1406
H -1.05 2.64 -1.35  0.1298
H 1.29 0.22 2.93  0.0880
H -0.36 -0.26 2.44  0.0606
H 3.25 -1.11 2.01  0.0859
H 4.08 -2.21 -4.23  0.0930
H -2.88 3.07 -5.24  0.1506

ΔE to the lowest compared entry with this formula, charge and spin   0.000 eV
Spin multiplicity   1
HOMO energy   -10.60 eV
Total charge   +1
HOMO-LUMO gap   4.4 eV
E_tot   -1861.14440 a.u.
Maximum force   1.9 eV Å⁻¹



Record 2
Formula: C4H10N2O2
Source: OMol25
Level of theory: ωB97M-V with the def2-TZVPD basis set

Last column: Löwdin charge in e.
Geometry (Å):
O 1.65 2.29 0.82  0.0268
O -1.33 1.18 -1.12  0.0366
N 0.68 0.40 1.67  -0.0725
N 1.87 -0.19 1.37  -0.0434
C -2.04 -0.90 -0.18  -0.0323
C -0.05 -0.72 -1.80  -0.0323
C 0.60 1.65 1.36  -0.2602
C -1.13 -0.03 -1.01  -0.5067
H 2.01 -0.97 2.01  0.0944
H -2.43 -0.31 0.66  0.0860
H 0.31 -1.60 -1.26  0.0693
H 2.35 1.62 0.79  0.0809
H -0.44 -1.02 -2.77  0.0920
H 0.79 -0.03 -1.93  0.0854
H -2.87 -1.25 -0.80  0.0897
H 1.79 -0.65 0.46  0.0764
H -0.28 2.29 1.51  0.1356
H -1.49 -1.75 0.22  0.0746

ΔE to the lowest compared entry with this formula, charge and spin   2.901 eV
SMILES   CC(C)=O.N/N=C\O
Spin multiplicity   1
HOMO energy   -8.99 eV
HOMO-LUMO gap   9.7 eV
E_tot   -418.35436 a.u.
Maximum force   3.9 eV Å⁻¹



Record 3
Formula: C6H16N2
Source: OMol25
Level of theory: ωB97M-V with the def2-TZVPD basis set

Last column: Löwdin charge in e.
Geometry (Å):
N -1.36 2.50 -1.27  0.0136
N 0.45 -0.02 0.77  -0.2223
C 0.34 0.55 -0.56  -0.3784
C 0.56 -2.55 0.77  -0.0890
C 0.99 -0.44 -1.58  -0.0737
C -1.20 1.06 -0.92  -0.1835
C -0.32 -1.27 1.06  -0.2146
C 0.27 1.01 1.85  -0.0898
H -0.59 -1.19 2.16  0.1220
H -1.52 0.49 -1.82  0.1028
H 2.01 -0.82 -1.20  0.1036
H 0.51 -2.85 -0.31  0.0660
H -1.49 2.62 -2.20  0.0068
H -0.55 3.02 -1.12  0.0217
H 1.55 -2.37 1.02  0.0467
H -0.67 1.36 2.08  0.0399
H 1.17 0.13 -2.50  0.0701
H -1.77 0.76 0.02  0.1037
H 0.19 -1.24 -1.58  0.0700
H 0.78 1.95 1.65  0.0724
H 0.95 1.56 -0.63  0.1452
H -1.17 -1.45 0.36  0.1112
H 0.06 -3.38 1.17  0.0423
H 0.82 0.56 2.77  0.1132

ΔE to the lowest compared entry with this formula, charge and spin   2.616 eV
SMILES   CCN(C)[C@@H](C)CN
Spin multiplicity   1
HOMO energy   -8.15 eV
HOMO-LUMO gap   9.2 eV
E_tot   -347.62870 a.u.
Maximum force   4.2 eV Å⁻¹